[1]
Here is a structure of composition C32H53N4RuSSi4Te from OMol25. Energies are from ωB97M-V with the def2-TZVPD basis set.

The total charge is +2. For the HOMO energy (spin up / spin down), the calculation gives -12.27 / -12.26 eV. As for the multiplicity: 6. As for the expectation value of S²: 8.762. The LUMO energy (spin up / spin down) comes out at -5.509 / -7.414 eV.

XYZ file:
```
96
Properties=species:S:1:pos:R:3:forces:R:3:mulliken_charge:R:1
Ru 0.025217 0.161777 0.424669 0.368 -0.250 -0.219 0.742
N 4.380746 -1.784781 0.106121 0.052 -0.096 0.012 -0.158
C 5.526479 -0.961707 -0.019481 0.015 0.027 0.005 0.090
C 6.784441 -1.524573 -0.097729 0.018 0.034 -0.036 -0.755
C 7.899100 -0.703107 -0.226862 -0.033 0.021 0.007 -0.650
C 7.744325 0.670491 -0.290091 -0.047 -0.032 0.022 -0.792
C 6.472262 1.230200 -0.218796 0.023 -0.031 -0.029 -0.803
C 5.369490 0.410139 -0.072996 -0.020 -0.021 -0.059 0.980
S 3.767405 1.140748 0.077899 -0.188 0.531 0.049 -0.197
N 2.667183 -0.155559 0.007735 -0.250 -0.197 -0.115 -0.147
C 3.096900 -1.368891 0.021646 0.014 0.135 0.087 0.630
C 2.088183 -2.452427 -0.027436 -0.198 -0.077 -0.077 0.231
C 2.435382 -3.748152 -0.380184 -0.023 0.087 0.041 -0.846
C 1.479507 -4.748379 -0.332904 0.016 -0.031 0.006 -1.072
C 0.205552 -4.420335 0.082464 0.077 -0.001 -0.026 -1.471
C -0.071670 -3.096114 0.369799 0.127 0.039 -0.020 0.221
N 0.829447 -2.110984 0.293849 -0.218 -0.161 0.154 0.845
H 4.552753 -2.770213 0.221607 -0.009 0.153 0.037 0.181
H 6.900873 -2.599926 -0.058394 0.007 -0.052 0.006 0.420
H 8.883649 -1.144303 -0.280280 0.019 -0.008 -0.002 0.411
H 8.607033 1.312073 -0.392495 0.019 0.021 -0.008 0.410
H 6.344204 2.303308 -0.269971 0.008 0.044 -0.004 0.448
H 3.436047 -3.985394 -0.707920 -0.011 -0.016 -0.046 0.523
H 1.736508 -5.762959 -0.603663 -0.005 -0.019 -0.008 0.473
H -0.566916 -5.168786 0.176894 0.098 -0.018 -0.034 0.504
H -1.059872 -2.807112 0.685572 0.106 -0.018 -0.087 0.093
C 0.255643 4.462890 2.750828 -0.072 -0.055 -0.078 -1.339
Si 0.983575 2.875638 2.073760 -0.062 -0.196 0.245 0.943
C 2.715650 2.834883 2.764538 0.042 0.003 -0.381 -1.322
C 0.126005 1.415106 2.969317 -0.072 -0.077 -0.319 -1.634
C 0.395051 2.756508 0.207797 0.280 0.543 0.101 0.496
C -1.066449 3.021967 0.385702 -0.102 0.070 0.000 -0.658
C -1.606970 4.307999 0.302064 -0.024 -0.076 0.013 -1.152
C -2.953553 4.497618 0.527196 -0.001 -0.047 0.003 -0.833
C -3.744242 3.398990 0.839866 0.016 0.012 0.003 -1.183
C -3.141074 2.164441 0.914782 -0.043 -0.116 0.047 -0.564
N -1.832721 1.967011 0.697819 0.379 0.050 -0.069 1.764
Si 0.692521 2.996851 -1.699907 -0.058 -0.122 -0.246 0.339
C -0.025171 4.638340 -2.254387 -0.031 -0.031 0.129 -1.432
C -0.348919 1.578770 -2.394036 -0.010 -0.011 0.151 -0.690
C 2.300778 2.898150 -2.646275 0.082 -0.004 0.491 -1.253
H 0.544095 4.537603 3.800014 0.051 -0.015 0.030 0.449
H -0.827440 4.512170 2.696721 -0.058 0.022 0.055 0.436
H 0.666298 5.332646 2.236116 0.015 0.045 -0.012 0.349
H 2.579734 3.127564 3.809178 -0.022 0.033 -0.002 0.459
H 3.403861 3.545640 2.309712 0.033 0.000 -0.036 0.367
H 3.169739 1.850373 2.751689 0.081 -0.085 -0.044 0.382
H 0.427363 1.454971 4.017914 0.069 0.004 0.030 0.575
H 0.446567 0.399913 2.648383 0.074 0.062 0.206 0.367
H -0.960992 1.448038 2.931997 0.000 0.027 0.089 0.429
H -0.958437 5.142841 0.095158 0.013 0.047 -0.014 0.766
H -3.382792 5.487879 0.470479 -0.014 0.041 -0.001 0.499
H -4.802675 3.497551 1.029796 -0.015 -0.003 0.007 0.534
H -3.728153 1.291749 1.165254 -0.010 0.038 -0.010 0.257
H -1.104119 4.718378 -2.161955 -0.059 0.011 -0.027 0.484
H 0.224060 4.750733 -3.309930 0.028 -0.020 -0.042 0.446
H 0.431673 5.477988 -1.727917 0.013 0.047 -0.013 0.388
H -1.379973 1.579413 -2.034182 -0.001 -0.003 -0.040 0.056
H 0.112118 0.598797 -2.180616 -0.017 0.017 -0.014 0.090
H -0.381467 1.650082 -3.483216 0.015 0.010 -0.038 0.657
H 3.065891 3.595890 -2.309296 0.044 0.007 0.020 0.368
H 2.011047 3.190630 -3.658811 0.011 -0.007 -0.005 0.462
H 2.730821 1.904044 -2.696137 0.100 -0.142 0.067 0.351
C -5.531815 -1.947360 -2.265344 0.067 -0.011 0.000 -0.999
Si -3.896909 -2.388577 -3.052741 0.009 -0.021 0.013 0.117
C -3.308699 -1.035628 -4.195313 -0.005 -0.018 0.049 -0.970
C -3.998080 -4.035003 -3.914393 0.010 0.058 0.019 -1.085
C -2.586022 -2.565723 -1.671969 -0.022 0.057 -0.078 -0.336
Te -2.501002 -0.787308 -0.495488 -0.330 -0.127 -0.267 0.172
C -3.658461 -1.478870 1.166807 0.088 -0.101 -0.043 -0.516
Si -3.097480 -2.825045 2.389596 -0.111 0.064 0.067 0.060
C -4.456324 -2.910926 3.656766 0.045 -0.021 -0.025 -1.164
C -2.925134 -4.493716 1.562546 -0.045 0.042 -0.069 -0.556
C -1.476716 -2.263235 3.157674 0.025 0.131 -0.086 -0.436
H -6.288125 -1.822182 -3.041175 -0.044 0.005 -0.024 0.408
H -5.492148 -1.012008 -1.703425 -0.002 0.033 0.008 0.305
H -5.881583 -2.738444 -1.600077 -0.016 -0.029 0.037 0.336
H -4.028860 -0.883351 -5.000049 -0.021 0.013 -0.035 0.403
H -2.353078 -1.291907 -4.655845 0.034 -0.003 -0.014 0.316
H -3.195527 -0.080908 -3.676430 -0.001 0.020 0.004 0.276
H -4.692005 -3.975431 -4.753539 -0.033 -0.015 -0.042 0.345
H -4.362092 -4.812675 -3.242237 -0.008 -0.039 0.024 0.337
H -3.031559 -4.349784 -4.308798 0.037 -0.010 -0.019 0.344
H -1.598921 -2.726939 -2.107332 0.053 -0.006 0.020 0.542
H -2.811949 -3.399049 -1.009364 0.017 -0.008 0.071 0.074
H -4.614076 -1.747684 0.709920 -0.022 0.006 -0.001 0.659
H -3.838376 -0.578171 1.756678 -0.030 -0.020 0.049 0.151
H -5.404566 -3.187817 3.193770 -0.030 -0.007 -0.002 0.363
H -4.596294 -1.959382 4.170745 0.002 0.030 0.015 0.345
H -4.227924 -3.664706 4.411479 0.003 -0.025 0.042 0.370
H -3.897127 -4.852008 1.220065 -0.037 -0.007 -0.013 0.437
H -2.554705 -5.213678 2.293911 0.005 -0.054 0.044 0.343
H -2.246372 -4.514048 0.710982 -0.235 -0.008 0.099 -0.203
H -1.657944 -1.720605 4.085945 -0.018 0.037 0.024 0.444
H -0.927099 -1.592156 2.483952 -0.055 -0.076 0.163 -0.247
H -0.822697 -3.103967 3.390715 0.029 -0.034 0.021 0.405
```
Positions in Å, forces in eV/Å.

---

[2]
Here is a structure of composition C17H25F5NO3P2Pt at a distorted geometry from OMol25. Energies are from ωB97M-V with the def2-TZVPD basis set.

The total charge is +1. For the HOMO energy (spin up / spin down), the calculation gives -8.91 / -10.73 eV. As for the multiplicity: 5. As for the expectation value of S²: 6.046. The LUMO energy (spin up / spin down) comes out at -3.148 / -5.720 eV.

XYZ file:
```
54
Properties=species:S:1:pos:R:3:forces:R:3:mulliken_charge:R:1
C 0.861721 -1.316319 -4.020174 -0.191 0.116 0.920 -0.613
C 0.871398 -1.128740 -2.616826 -0.788 -0.488 -0.855 0.486
N -0.291426 -1.185947 -1.910368 1.132 0.691 -1.672 -0.100
C -1.477441 -1.146848 -2.542097 1.311 -0.369 0.388 0.442
C -1.507971 -1.316645 -3.902569 -1.574 0.134 -0.803 -0.463
C -0.374053 -1.453120 -4.671961 1.386 0.319 1.077 -0.597
C 2.166405 -0.774823 -1.902561 -0.912 -2.745 0.928 -1.633
P 2.034014 -0.456724 -0.110082 -0.348 -0.518 -0.376 0.883
Pt -0.144683 -0.904748 0.165216 -0.265 0.570 0.627 0.743
P -2.329651 -0.333836 -0.013193 1.131 -1.172 -0.439 0.714
C -2.699734 -0.888622 -1.719086 -0.577 0.003 0.242 -1.144
O 3.465839 4.386009 -4.672043 1.186 0.618 -1.988 -0.608
O -1.517489 2.432205 -2.600975 -4.702 1.967 -4.864 -0.747
H 1.825832 -1.322527 -4.537225 -0.495 0.001 0.008 0.472
H -2.502199 -1.294171 -4.354091 0.337 -0.109 -0.140 0.466
H -0.395971 -1.571076 -5.733848 -0.211 -0.129 -0.423 0.459
C 2.972481 -1.738508 0.712914 0.848 0.242 0.011 -1.449
C 2.837632 1.140086 0.135798 0.840 0.216 0.265 -1.257
H -3.277525 -0.103476 -2.205810 -0.292 -0.188 -0.174 0.431
H -3.298464 -1.799564 -1.630200 -0.123 0.097 -0.191 0.429
H 2.540536 0.054824 -2.349209 1.185 2.651 -1.501 0.646
H 2.913427 -1.552816 -2.049793 0.031 -0.223 -0.145 0.481
C -3.252898 -1.350728 1.126307 -1.098 0.313 0.126 -1.302
C -2.668221 1.405689 0.094772 -0.864 0.447 0.093 -0.927
H 0.571932 4.029387 -0.232630 -0.011 0.024 0.007 0.013
H -1.644917 3.462771 -2.710675 0.571 -2.770 0.463 0.328
H 2.897706 4.355221 -3.945838 -1.249 -0.300 1.800 0.297
H 3.973873 3.580457 -4.718699 0.064 -0.315 0.186 0.312
H -0.286619 -2.454021 0.656724 -0.041 -0.024 -0.050 -0.163
H -2.527460 2.185637 -3.603685 4.235 0.861 4.133 0.377
H 4.002631 -1.714792 0.358809 0.229 -0.284 0.239 0.511
H 2.923495 -1.525706 1.783488 0.159 -0.184 -0.080 0.308
H 2.498399 -2.703029 0.517659 0.089 0.188 0.019 0.367
H 3.941669 0.987925 0.127970 -0.625 0.338 0.012 0.394
H 2.553051 1.854222 -0.661320 0.073 -0.434 0.500 0.372
H 2.526081 1.535273 1.119675 0.242 -0.059 -0.499 0.322
H -3.761511 1.526691 0.070793 0.185 0.394 0.040 0.455
H -2.274128 1.741123 1.060007 -0.101 0.133 -0.220 0.201
H -2.202443 1.949427 -0.756972 -0.274 -0.510 0.670 0.256
H -4.323022 -1.225962 0.935188 -0.094 -0.258 0.429 0.452
H -2.941961 -2.395058 0.991983 -0.089 0.390 0.018 0.403
H -2.992280 -1.016755 2.141933 -0.214 -0.191 -0.279 0.271
F 0.538859 -0.359594 7.516475 -0.360 0.085 -1.509 -0.245
C 0.273234 -0.269042 6.198184 0.309 -0.072 1.552 0.692
C -0.448641 0.835531 5.721531 -0.552 0.832 0.039 0.050
F -0.911154 1.771143 6.580144 0.527 -0.985 -0.770 -0.251
C -0.682969 0.939534 4.366435 -0.442 0.768 0.156 0.315
F -1.399932 1.966578 3.867576 0.764 -0.937 0.550 -0.268
C -0.184341 -0.034500 3.432701 -0.473 0.611 -1.897 0.194
O -0.353736 0.166407 2.166171 0.151 0.064 3.284 -0.565
C 0.477729 -1.169717 3.983375 0.716 -1.480 -0.082 0.339
F 0.899358 -2.167741 3.164903 -0.460 1.302 0.938 -0.291
C 0.719712 -1.281328 5.342524 0.406 -0.751 -0.372 -0.004
F 1.385814 -2.349635 5.832676 -0.685 1.122 -0.388 -0.255
```
Positions in Å, forces in eV/Å.